Entry 1:
C18H48LiN3O10P as an isolated structure at a distorted geometry, computed with ωB97M-V/def2-TZVPD.

Each line ends with the Löwdin charge.
Atoms and positions in Å:
C  0.386  -2.255  -6.009  -0.007
N  1.659  -1.901  -5.222  -0.311
C  2.182  -3.142  -4.686  -0.051
C  2.691  -1.305  -6.225  0.027
C  1.270  -0.880  -4.156  -0.081
C  2.454  -0.607  -3.196  -0.307
O  2.225  0.358  -2.271  -0.109
H  -0.299  -1.262  -6.207  0.161
H  -0.404  -2.769  -5.106  0.184
H  0.581  -3.068  -6.669  0.069
H  2.037  -4.188  -5.203  0.148
H  1.551  -3.402  -3.738  0.147
H  3.196  -3.082  -4.441  0.076
H  3.680  -0.995  -5.783  0.115
H  2.520  -0.337  -6.550  0.084
H  2.847  -1.758  -7.033  0.019
H  0.323  -1.113  -3.555  0.146
H  1.113  -0.066  -4.589  0.038
H  3.523  -0.337  -3.888  0.168
H  2.806  -1.421  -2.791  0.037
H  1.645  -0.149  -1.605  -0.001
C  0.483  4.828  -1.452  0.021
N  -0.245  4.017  -0.356  -0.321
C  0.902  3.651  0.662  0.034
C  -1.094  4.957  0.401  -0.027
C  -1.029  2.842  -0.772  -0.100
C  -1.715  2.018  0.327  -0.195
O  -2.647  1.067  -0.319  -0.116
H  1.078  4.224  -2.050  0.075
H  1.369  5.377  -1.142  0.110
H  -0.205  5.326  -2.186  0.134
H  1.637  2.856  0.360  0.137
H  0.258  3.291  1.604  0.108
H  1.244  4.569  1.158  0.100
H  -1.391  4.437  1.366  0.111
H  -2.008  5.278  -0.164  0.139
H  -0.513  5.839  0.570  0.095
H  -0.388  2.189  -1.205  0.110
H  -1.563  3.208  -1.559  0.116
H  -2.111  2.625  1.156  0.100
H  -0.879  1.440  0.720  0.084
H  -2.263  0.123  -0.487  0.053
C  -0.984  -2.492  3.201  -0.045
N  -2.396  -2.266  3.243  -0.378
C  -2.897  -1.998  1.867  0.003
C  -3.081  -3.520  3.663  -0.003
C  -2.756  -1.138  4.230  -0.041
C  -2.270  0.338  3.832  -0.249
O  -2.280  1.197  4.909  -0.009
H  -0.698  -2.768  4.274  0.146
H  -0.413  -1.660  3.035  0.044
H  -0.541  -3.161  2.454  0.111
H  -2.564  -1.071  1.604  0.032
H  -4.030  -2.126  1.912  0.141
H  -2.398  -2.603  0.976  0.154
H  -4.028  -3.564  3.478  0.022
H  -3.053  -3.671  4.763  0.130
H  -2.714  -4.301  2.882  0.174
H  -2.242  -1.409  5.215  0.146
H  -4.003  -1.226  4.405  0.207
H  -2.965  0.724  3.067  0.128
H  -1.362  0.158  3.289  0.078
H  -2.190  2.102  4.764  0.067
Li  0.242  -0.903  0.854  0.567
P  -0.411  -2.056  -0.977  -0.238
O  -0.211  -2.795  0.200  -0.366
O  0.963  -1.267  -0.932  -0.439
O  -1.119  -0.973  -0.354  -0.412
O  -0.738  -2.817  -2.239  -0.365
C  3.081  -1.217  1.645  -0.065
O  3.238  -0.412  2.796  0.052
C  2.181  0.473  2.879  -0.553
O  1.259  0.479  2.077  0.018
O  2.206  1.257  3.915  0.029
C  1.062  2.101  4.247  -0.027
H  3.736  -2.022  1.663  0.075
H  3.116  -0.925  0.636  0.084
H  2.215  -1.981  1.731  0.127
H  0.668  1.862  5.280  0.103
H  0.189  1.862  3.545  0.069
H  1.321  3.322  4.247  0.157

The calculation puts the energy above the lowest of the compared OMol25 structures with the same formula, charge and spin at 0.0 kcal/mol. Its strongest force on any atom is 12.317 eV/Å. The HOMO-LUMO gap comes out at 5.7 eV. As for the total charge: +1. For the HOMO energy, the calculation gives -8.103 eV. The total energy is -53867.627 eV.

Entry 2:
A 5-piece molecular cluster, C18H48NO14P3 overall at a distorted geometry, computed with ωB97M-V/def2-TZVPD.

Each line ends with the Löwdin charge.
Atoms and positions in Å:
O  -29.189  7.727  34.497  0.216
H  -29.671  7.765  33.667  0.024
H  -29.794  7.399  35.166  0.061
H  -28.527  7.040  34.396  0.065
C  -32.846  9.593  37.242  0.002
C  -31.304  9.417  37.019  -0.384
C  -30.456  10.357  37.967  -0.142
C  -30.444  9.840  39.384  -0.188
C  -29.729  8.516  39.377  -0.124
C  -30.378  7.430  38.405  -0.476
N  -30.709  7.987  37.087  0.013
O  -31.153  6.953  36.151  -0.084
C  -31.582  6.818  39.170  -0.015
C  -29.298  6.396  38.245  -0.033
C  -30.952  10.000  35.567  -0.036
H  -32.927  9.283  38.284  0.054
H  -33.422  8.928  36.598  0.093
H  -33.135  10.643  37.231  0.096
H  -30.908  11.347  37.900  0.125
H  -29.446  10.453  37.567  0.115
H  -31.465  9.529  39.605  0.097
H  -30.030  10.660  39.970  0.129
H  -30.002  8.116  40.353  0.119
H  -28.669  8.768  39.331  0.116
H  -31.246  6.128  39.944  0.092
H  -32.121  6.066  38.594  0.086
H  -32.403  7.482  39.438  0.080
H  -29.539  5.602  37.538  0.070
H  -29.258  5.854  39.189  0.097
H  -28.358  6.882  37.982  0.074
H  -29.892  9.991  35.313  0.077
H  -31.471  10.951  35.445  0.087
H  -31.388  9.513  34.695  0.067
C  -28.888  3.564  31.146  -0.081
O  -28.230  4.444  32.036  -0.194
P  -28.432  4.259  33.587  0.409
O  -27.954  5.361  34.413  -0.199
O  -28.089  2.730  33.947  -0.229
C  -26.785  2.180  33.922  -0.078
O  -30.012  4.068  33.733  -0.227
C  -30.526  3.575  34.986  -0.075
H  -28.854  2.549  31.541  0.096
H  -28.425  3.557  30.159  0.102
H  -29.909  3.936  31.066  0.069
H  -26.737  2.044  35.002  0.095
H  -26.049  2.981  33.845  0.090
H  -26.509  1.264  33.401  0.103
H  -30.444  2.489  34.943  0.087
H  -31.600  3.726  34.875  0.095
H  -30.172  3.896  35.965  0.084
C  -29.236  7.164  29.353  -0.077
O  -30.461  7.918  29.543  -0.218
P  -31.118  8.134  31.045  0.607
O  -30.183  7.882  32.239  -0.243
O  -32.339  7.103  31.050  -0.218
C  -32.002  5.729  31.299  -0.066
O  -31.864  9.611  31.058  -0.191
C  -32.627  9.971  29.962  -0.144
H  -28.384  7.802  29.117  0.097
H  -29.445  6.421  28.583  0.097
H  -28.940  6.601  30.237  0.061
H  -32.673  4.969  30.899  0.105
H  -31.896  5.664  32.382  0.093
H  -31.087  5.612  30.718  0.053
H  -32.090  10.040  29.016  0.093
H  -33.116  10.926  30.156  0.100
H  -33.456  9.284  29.792  0.092
C  -24.380  8.206  32.966  -0.084
O  -24.035  8.637  34.321  -0.215
P  -25.104  8.306  35.534  0.549
O  -26.525  8.368  35.187  -0.236
O  -24.550  6.884  36.197  -0.222
C  -25.396  5.966  36.866  -0.119
O  -24.740  9.453  36.690  -0.203
C  -25.752  9.646  37.642  -0.156
H  -24.330  7.120  32.879  0.083
H  -23.756  8.632  32.181  0.090
H  -25.408  8.449  32.697  0.074
H  -25.057  6.123  37.890  0.090
H  -25.064  4.942  36.696  0.087
H  -26.482  6.043  36.816  0.062
H  -25.319  9.869  38.618  0.098
H  -26.504  8.869  37.774  0.058
H  -26.447  10.454  37.414  0.084

Its strongest force on any atom is 5.724 eV/Å. The HOMO-LUMO gap (spin up / spin down) comes out at 10.5 / 8.9 eV. The spin multiplicity is 2. As for the expectation value of S²: 0.76. As for the total charge: +1. For the HOMO energy (spin up / spin down), the calculation gives -12.180 / -12.555 eV. The total energy is -77462.341 eV.

Entry 3:
A 6-piece molecular cluster, C18H48O18S6 overall at a distorted geometry, computed with ωB97M-V/def2-TZVPD.

Each line ends with the Löwdin charge.
Atoms and positions in Å:
O  -0.856  -0.055  -7.248  -0.304
S  -0.906  -0.704  -5.939  0.708
O  -1.472  -2.056  -5.770  -0.322
O  0.601  -0.679  -5.224  -0.276
C  0.722  -1.364  -3.916  -0.239
C  1.103  -2.831  -4.192  -0.072
C  -1.811  0.550  -4.811  -0.090
H  -0.214  -1.248  -3.370  0.090
H  1.452  -0.880  -3.267  0.105
H  1.305  -3.443  -3.313  0.062
H  2.038  -2.901  -4.748  0.080
H  0.324  -3.444  -4.646  0.067
H  -2.874  0.511  -5.051  0.052
H  -1.334  1.513  -4.994  0.058
H  -1.729  0.386  -3.737  0.031
O  1.930  1.988  -0.979  -0.322
S  0.539  1.711  -1.415  0.721
O  0.127  2.087  -2.761  -0.295
O  0.240  0.061  -1.232  -0.290
C  0.733  -0.539  -0.034  -0.293
C  1.093  -1.962  -0.411  -0.052
C  -0.714  2.366  -0.139  -0.063
H  -0.100  -0.556  0.668  0.085
H  1.553  0.012  0.427  0.110
H  1.182  -2.631  0.446  0.055
H  2.075  -1.819  -0.862  0.087
H  0.320  -2.448  -1.006  0.087
H  -0.982  3.401  -0.350  0.077
H  -0.328  2.116  0.849  0.037
H  -1.625  1.786  -0.285  0.031
O  5.040  -4.118  2.463  -0.300
S  5.317  -2.678  2.300  0.713
O  6.486  -2.020  2.908  -0.309
O  5.343  -2.308  0.685  -0.282
C  6.329  -1.514  0.186  -0.326
C  6.259  -1.533  -1.380  -0.042
C  3.734  -1.689  2.602  -0.071
H  7.298  -1.916  0.483  0.112
H  6.303  -0.508  0.605  0.118
H  5.411  -0.928  -1.700  0.069
H  6.160  -2.546  -1.771  0.077
H  7.159  -1.126  -1.841  0.074
H  4.008  -0.662  2.362  0.053
H  3.560  -1.869  3.662  0.064
H  3.017  -2.160  1.929  0.043
O  -3.640  0.583  -1.565  -0.315
S  -4.767  1.190  -0.860  0.684
O  -4.591  2.037  0.316  -0.310
O  -5.608  2.175  -1.908  -0.288
C  -5.684  1.821  -3.297  -0.264
C  -6.625  2.892  -3.876  -0.061
C  -6.048  -0.197  -0.502  -0.052
H  -6.010  0.783  -3.365  0.115
H  -4.721  1.909  -3.800  0.107
H  -6.017  3.797  -3.912  0.077
H  -7.538  3.144  -3.336  0.081
H  -6.787  2.752  -4.944  0.078
H  -5.937  -0.294  0.578  0.043
H  -5.616  -1.115  -0.900  0.064
H  -7.021  0.116  -0.882  0.064
O  0.750  5.807  3.607  -0.284
S  1.264  4.458  3.540  0.694
O  1.081  3.636  2.334  -0.310
O  2.884  4.717  3.793  -0.245
C  3.782  3.791  3.255  -0.261
C  3.750  2.301  3.873  -0.060
C  0.734  3.478  5.065  -0.088
H  4.804  4.169  3.241  0.120
H  3.620  3.643  2.188  0.104
H  3.083  1.590  3.385  0.053
H  3.472  2.294  4.927  0.061
H  4.755  1.880  3.896  0.067
H  -0.345  3.326  5.098  0.061
H  1.091  3.921  5.995  0.072
H  1.098  2.462  4.912  0.042
O  -2.346  -1.206  0.763  -0.305
S  -2.913  -1.411  2.105  0.702
O  -4.291  -1.952  2.316  -0.328
O  -1.945  -2.378  3.036  -0.288
C  -1.972  -3.777  2.945  -0.268
C  -0.981  -4.155  1.827  -0.054
C  -2.870  0.157  3.019  -0.091
H  -3.022  -4.043  2.823  0.113
H  -1.651  -4.143  3.920  0.125
H  -1.078  -5.234  1.705  0.079
H  0.025  -3.911  2.168  0.076
H  -1.298  -3.724  0.877  0.070
H  -1.864  0.568  2.932  0.065
H  -3.240  -0.004  4.031  0.076
H  -3.583  0.793  2.495  0.056

The calculation puts the energy above the lowest of the compared OMol25 structures with the same formula, charge and spin at 93.2 kcal/mol. Its strongest force on any atom is 3.709 eV/Å. The HOMO-LUMO gap comes out at 10.4 eV. As for the SMILES: CCOS(C)(=O)=O.CCOS(C)(=O)=O.CCOS(C)(=O)=O.CCOS(C)(=O)=O.CCOS(C)(=O)=O.CCOS(C)(=O)=O. As for the total charge: 0. For the HOMO energy, the calculation gives -10.664 eV. The total energy is -121304.778 eV.